Record 1
Molecular formula: C34H38BrClFNO4S2
Method: DFT, ωB97M-V/def2-TZVPD

Calculated values
- LUMO energy: -0.748 eV
- DFT total energy: -5604.446481 hartree
- Gap between HOMO and LUMO: 8.448 eV
- E_HOMO: -9.2 eV

Last column: Löwdin charge in e.
Geometry (Å):
O1 -0.82770 2.07528 -2.59370  -0.334
S1 0.29934 1.97813 -3.46050  0.325
O2 0.59624 3.22369 -4.07817  -0.346
Cl1 -0.00958 0.67202 -5.01317  0.419
C1 1.79267 1.51821 -2.58051  -0.239
C2 1.80507 0.11097 -1.95387  -0.212
C3 0.42512 -0.44649 -1.53313  -0.226
C4 0.58042 -1.56716 -0.48142  -0.285
N1 0.31726 -2.94379 -0.94958  -0.641
Br1 -1.39618 -3.18960 -1.63001  0.868
S2 1.47848 -3.55430 -1.97555  0.458
O3 1.51054 -2.95965 -3.25897  -0.241
O4 1.25731 -4.94018 -2.04641  -0.264
F1 2.81087 -3.37077 -1.21016  -0.103
H1 2.58199 1.54151 -3.33359  0.107
H2 2.01195 2.32897 -1.88900  0.117
H3 2.32220 -0.62584 -2.56734  0.101
H4 2.39898 0.19450 -1.03832  0.115
H5 -0.16718 -0.73433 -2.40084  0.067
H6 -0.11384 0.36271 -1.03929  0.088
H7 1.60745 -1.55975 -0.10653  0.112
H8 -0.04815 -1.35069 0.38109  0.099
C5 -0.48996 0.15903 4.35485  -0.084
C6 -0.04227 0.06958 3.04506  -0.098
C7 -0.05740 1.19259 2.22662  -0.097
C8 -0.51107 2.40741 2.72073  -0.094
C9 -0.95543 2.49714 4.03229  -0.089
C10 -0.94869 1.37303 4.84762  -0.087
H9 -0.48117 -0.71763 4.99076  0.097
H10 0.31747 -0.87650 2.66112  0.070
H11 0.28604 1.12114 1.20069  0.085
H12 -0.51892 3.28308 2.08402  0.104
H13 -1.30853 3.44430 4.41928  0.103
H14 -1.30069 1.44337 5.86878  0.103
C11 1.41012 -3.22661 5.61414  -0.099
C12 1.33009 -3.13646 4.23154  -0.111
C13 0.76922 -4.17255 3.49724  -0.091
C14 0.27954 -5.29657 4.14748  -0.092
C15 0.35626 -5.38577 5.53036  -0.094
C16 0.92484 -4.35309 6.26358  -0.094
H15 1.85061 -2.41898 6.18541  0.103
H16 1.70714 -2.25726 3.72497  0.088
H17 0.71270 -4.10461 2.41709  0.095
H18 -0.16183 -6.10295 3.57595  0.102
H19 -0.02706 -6.26192 6.03755  0.101
H20 0.98888 -4.42588 7.34173  0.101
C17 -3.46670 2.23132 -0.69117  -0.087
C18 -3.95049 1.75841 0.52195  -0.089
C19 -5.30451 1.85092 0.81402  -0.096
C20 -6.17659 2.40866 -0.11086  -0.096
C21 -5.69319 2.87845 -1.32451  -0.109
C22 -4.33755 2.79332 -1.61337  -0.105
H21 -2.41246 2.16226 -0.91865  0.069
H22 -3.27014 1.31783 1.24140  0.093
H23 -5.68051 1.48794 1.76234  0.100
H24 -7.23337 2.47731 0.11457  0.099
H25 -6.37412 3.31268 -2.04644  0.103
H26 -3.95910 3.16440 -2.55811  0.107
C23 7.68838 -6.08863 -2.60703  -0.100
C24 7.07583 -6.48414 -1.42596  -0.099
C25 5.71333 -6.28566 -1.24991  -0.091
C26 4.96143 -5.69964 -2.25885  -0.094
C27 5.57345 -5.30739 -3.44126  -0.090
C28 6.93749 -5.49804 -3.61406  -0.098
H27 8.75164 -6.24083 -2.74301  0.099
H28 7.66121 -6.94715 -0.64157  0.099
H29 5.23650 -6.58855 -0.32619  0.102
H30 3.89877 -5.54959 -2.12370  0.076
H31 4.98587 -4.85201 -4.22881  0.102
H32 7.41555 -5.18748 -4.53451  0.099
C29 -2.87109 6.48970 -1.75095  -0.089
C30 -2.23343 7.70686 -1.94717  -0.097
C31 -2.97947 8.87246 -2.05493  -0.101
C32 -4.36330 8.82202 -1.95771  -0.101
C33 -5.00052 7.60511 -1.75832  -0.094
C34 -4.25482 6.43846 -1.65884  -0.087
H33 -2.28968 5.57918 -1.67011  0.098
H34 -1.15369 7.74688 -2.01711  0.099
H35 -2.48227 9.82098 -2.21427  0.098
H36 -4.94493 9.73182 -2.03747  0.098
H37 -6.07992 7.56573 -1.68102  0.099
H38 -4.75073 5.48908 -1.50830  0.075

***

Record 2
Molecular formula: CH16O7
Method: DFT, ωB97M-V/def2-TZVPD

Calculated values
- SMILES: CO.O.O.O.O.O.O
- LUMO energy: 0.127 eV
- DFT total energy: -574.347949 hartree
- Gap between HOMO and LUMO: 10.608 eV
- ΔE to the lowest compared entry with this formula, charge and spin: 78.6 kJ/mol
- E_HOMO: -10.5 eV

Last column: Löwdin charge in e.
Geometry (Å):
C1 -0.47175 -0.72905 -0.44610  -0.142
O1 0.79664 -0.23259 -0.11206  -0.140
H1 -1.11177 -0.97774 0.40007  0.087
H2 -1.02764 -0.00321 -1.04923  0.066
H3 -0.48052 -1.62954 -1.06587  0.077
H4 1.49951 -0.57546 -0.66794  0.071
O2 0.66228 2.17963 -2.91505  -0.056
H5 1.48987 2.18755 -3.40797  0.040
H6 0.29451 1.30079 -3.06187  0.034
O3 1.98000 -2.61960 -0.67169  -0.040
H7 2.37690 -2.86832 0.17030  0.054
H8 1.53506 -3.41773 -0.97674  0.057
O4 -2.03706 2.57412 -1.28253  -0.051
H9 -1.12645 2.87958 -1.16501  0.050
H10 -2.39632 3.14189 -1.97292  0.060
O5 1.33131 0.31682 2.47323  -0.082
H11 1.24925 0.04613 1.52004  0.005
H12 2.25686 0.55099 2.59217  0.039
O6 -3.27618 1.65633 1.12395  -0.077
H13 -2.63982 1.01066 1.44624  0.017
H14 -2.83398 2.08824 0.37005  -0.014
O7 0.29992 -2.48525 2.93119  -0.070
H15 1.18244 -2.84148 3.06592  0.025
H16 0.44696 -1.55276 2.70181  -0.007

***

Record 3
Molecular formula: C24H33F22LiN3O12P3
Method: DFT, ωB97M-V/def2-TZVPD

Calculated values
- Charge: -2
- LUMO energy: 3.590 eV
- DFT total energy: -5231.192461 hartree
- Gap between HOMO and LUMO: 11.321 eV
- E_HOMO: -7.7 eV

Last column: Löwdin charge in e.
Geometry (Å):
Li1 -1.43272 -2.69739 1.48019  0.621
P1 -3.73367 -3.72115 -0.02989  0.143
F1 -3.40776 -2.79750 1.29414  -0.233
F2 -2.16128 -4.14140 -0.01709  -0.183
F3 -4.08363 -4.95798 0.92483  -0.138
F4 -4.00626 -4.62159 -1.32735  -0.142
F5 -5.26092 -3.21860 -0.00140  -0.151
F6 -3.35249 -2.45371 -0.97094  -0.164
P2 0.07516 -0.17281 -0.29232  0.198
F7 1.24905 0.85103 -0.67701  -0.134
F8 0.55840 -1.33606 -1.28424  -0.119
F9 1.01241 -0.72465 0.91051  -0.147
F10 -1.11880 -1.16401 0.23488  -0.208
F11 -0.53200 0.92980 0.77216  -0.177
F12 -0.86905 0.41756 -1.44632  -0.136
P3 0.42790 -4.73011 2.40027  0.155
F13 2.01399 -4.93695 2.11819  -0.160
F14 0.81210 -3.62318 3.53713  -0.176
F15 0.44853 -3.55634 1.22902  -0.227
F16 -1.13201 -4.30891 2.60674  -0.203
F17 0.03883 -5.80706 1.31256  -0.113
F18 0.42496 -5.85247 3.53582  -0.134
C1 -4.77244 1.50724 1.17309  -0.096
C2 -4.69188 0.41867 0.10968  -0.218
C3 -3.71091 0.81730 -1.00061  -0.193
C4 -4.30465 1.76615 -1.93540  -0.247
N1 -4.79514 2.49293 -2.67881  0.138
H1 -5.66049 1.38261 1.79371  0.073
H2 -4.77488 2.51427 0.74859  0.070
H3 -3.89616 1.47552 1.83146  0.047
H4 -5.68678 0.35850 -0.34365  0.113
H5 -4.46074 -0.57536 0.48360  0.090
H6 -3.44960 -0.02024 -1.65466  0.105
H7 -2.79109 1.16338 -0.53821  0.076
C5 2.59409 2.05706 -4.74566  -0.095
C6 3.32201 1.41335 -3.56133  -0.244
C7 3.40162 2.34841 -2.34904  -0.196
C8 3.97307 3.65869 -2.64972  -0.239
N2 4.42258 4.67557 -2.92988  0.133
H8 1.62771 2.41921 -4.39399  0.078
H9 2.46313 1.38871 -5.59298  0.070
H10 3.19337 2.90601 -5.08463  0.069
H11 4.33570 1.09889 -3.81627  0.112
H12 2.76572 0.53641 -3.22144  0.083
H13 3.94012 1.87298 -1.52923  0.112
H14 2.39588 2.53569 -1.95592  0.095
C9 -0.15268 1.50159 4.95377  -0.103
C10 -1.49207 2.00174 4.39359  -0.238
C11 -2.51596 0.87549 4.33195  -0.181
C12 -2.10846 -0.29694 3.56645  -0.173
N3 -1.78838 -1.25059 3.02478  0.185
H15 0.67300 2.20283 4.90207  0.073
H16 0.13455 0.58447 4.42855  0.061
H17 -0.27123 1.13405 5.98108  0.079
H18 -1.29141 2.45009 3.42068  0.104
H19 -1.86906 2.75211 5.09008  0.105
H20 -3.47205 1.24113 3.95919  0.101
H21 -2.67341 0.49872 5.34873  0.127
C13 3.27738 -3.20810 -0.13287  -0.045
C14 3.72818 -2.15856 -1.14254  -0.303
O1 5.05836 -2.57961 -1.45433  0.122
C15 5.10361 -3.92002 -1.27512  -0.567
O2 5.98520 -4.63139 -1.62152  0.163
O3 3.98365 -4.34972 -0.63981  0.080
F19 3.78901 -0.89514 -0.67163  0.069
H22 2.19783 -3.29939 -0.16737  0.117
H23 3.64184 -3.01162 0.87396  0.135
H24 3.13897 -2.21563 -2.05937  0.168
C16 -0.18786 -0.19179 -4.19336  -0.085
C17 -1.15390 -1.34972 -4.07191  -0.283
O4 -0.89588 -2.04457 -5.27317  0.131
C18 -0.49195 -1.12943 -6.20361  -0.552
O5 -0.43103 -1.34339 -7.36860  0.164
O6 -0.16778 0.03146 -5.59943  0.075
F20 -2.44674 -0.89107 -4.12401  0.067
H25 0.78643 -0.51355 -3.81310  0.123
H26 -0.45678 0.69038 -3.62643  0.126
H27 -1.01992 -1.99578 -3.21172  0.165
C19 -1.89232 3.93668 -0.44680  -0.071
C20 -0.38824 4.11923 -0.33904  -0.291
O7 -0.35790 5.38222 0.30454  0.118
C21 -1.43526 6.09040 -0.16721  -0.545
O8 -1.58365 7.25480 -0.02457  0.174
O9 -2.29319 5.25310 -0.80080  0.088
F21 0.20340 4.22508 -1.56654  0.066
H28 -2.27953 3.60236 0.51591  0.138
H29 -2.06373 3.17643 -1.20580  0.122
H30 0.14136 3.35930 0.22886  0.156
C22 3.15208 -0.83226 3.22698  -0.046
C23 3.11740 0.48266 2.48126  -0.310
O10 4.06403 1.25132 3.21613  0.122
C24 4.07654 0.78655 4.49602  -0.563
O11 4.57224 1.34270 5.42042  0.157
O12 3.44758 -0.40466 4.56250  0.081
F22 1.90330 1.07284 2.55841  0.066
H31 3.93527 -1.47354 2.82096  0.137
H32 2.20037 -1.35777 3.17529  0.132
H33 3.45787 0.45599 1.44993  0.151